[1]
Density functional theory data (wB97M-V/def2-TZVPD) for a molecular structure, C24H43BrP2Yb at a distorted geometry.

Atoms and positions in Å:
Yb  -0.985  0.270  3.200
C  0.698  0.039  5.230
C  1.715  0.526  4.373
C  -0.016  2.029  4.328
C  -0.323  1.020  5.290
C  1.259  1.723  3.784
C  0.744  -1.206  6.034
H  1.524  -1.882  5.663
H  -0.213  -1.743  5.979
H  0.956  -1.012  7.100
C  -1.568  0.976  6.088
H  -1.702  0.014  6.592
H  -2.477  1.166  5.492
H  -1.513  1.760  6.857
C  -0.898  3.161  3.954
H  -0.873  3.890  4.781
H  -1.955  2.868  3.806
H  -0.555  3.669  3.041
C  2.059  2.640  2.938
H  2.642  3.357  3.539
H  1.420  3.227  2.273
H  2.770  2.101  2.306
C  3.069  -0.060  4.203
H  3.829  0.444  4.826
H  3.402  0.028  3.162
H  3.086  -1.122  4.475
C  -0.822  -2.587  1.321
C  0.213  -2.847  2.123
C  1.672  -2.735  1.800
C  2.075  -1.802  0.613
C  1.713  -0.362  0.692
C  0.530  0.176  0.365
C  -0.637  -0.526  -0.292
C  -0.829  -2.055  -0.084
H  2.092  -3.740  1.582
H  1.685  -2.256  -0.299
H  2.176  -2.405  2.726
H  -0.137  -2.593  -0.747
H  -1.823  -2.745  1.756
H  -0.008  -3.235  3.133
H  -1.860  -2.238  -0.445
H  -1.563  -0.020  0.055
H  0.344  1.249  0.593
H  -0.626  -0.356  -1.395
H  3.174  -1.854  0.585
H  2.492  0.268  1.142
P  -1.152  -0.669  -4.416
P  -0.861  1.961  -5.841
C  -1.184  -0.776  -6.274
C  -1.545  0.573  -6.882
H  -1.912  -1.536  -6.569
H  -0.203  -1.115  -6.627
H  -1.143  0.673  -7.895
H  -2.632  0.701  -6.954
C  -1.641  3.323  -6.778
H  -1.205  4.269  -6.450
H  -2.715  3.340  -6.583
H  -1.471  3.203  -7.851
C  0.787  2.045  -6.667
H  0.663  2.039  -7.755
H  1.423  1.206  -6.367
H  1.271  2.980  -6.369
C  -2.628  -1.732  -4.097
H  -2.702  -1.960  -3.024
H  -2.552  -2.662  -4.679
H  -3.529  -1.185  -4.407
C  0.193  -1.893  -4.114
H  1.148  -1.453  -4.434
H  0.006  -2.811  -4.689
H  0.257  -2.126  -3.041
Br  -2.629  -1.619  4.218

2S+1 = 2
LUMO (alpha / beta) = -4.06 / -4.74 eV
HOMO (alpha / beta) = -9.369 / -9.369 eV
molecular weight = 646.50 g/mol
net charge = +1
⟨S²⟩ = 0.7511

[2]
Density functional theory data (wB97M-V/def2-TZVPD) for a molecular structure, C24H43Cl18FINO7S at a distorted geometry.

Atoms and positions in Å:
C  4.832  -1.678  1.358
C  4.489  -1.164  -0.005
O  5.005  -1.570  -1.006
O  3.525  -0.210  -0.037
C  2.386  -0.532  -0.865
C  1.117  -0.350  -0.029
C  0.028  0.449  -0.747
C  -1.093  0.800  0.259
C  -2.404  0.050  0.052
C  -2.195  -1.365  -0.494
C  -3.327  -2.394  -0.404
C  -2.707  -3.807  -0.439
C  -2.364  -4.368  0.957
C  -0.857  -4.305  1.292
N  -0.591  -4.102  2.728
O  -3.172  0.762  -1.012
S  -4.719  0.721  -0.721
O  -5.313  -0.153  -1.673
O  -5.292  2.021  -0.642
O  -4.683  0.065  0.752
C  -3.355  0.231  1.236
F  -3.002  -0.741  2.127
C  -3.312  1.601  1.964
C  -3.211  1.505  3.469
O  -2.347  1.997  4.102
I  -4.795  0.458  4.488
H  4.619  -0.928  2.118
H  4.291  -2.601  1.567
H  5.895  -1.907  1.401
H  2.465  -1.566  -1.197
H  2.356  0.159  -1.706
H  0.753  -1.300  0.373
H  1.413  0.235  0.847
H  0.500  1.385  -1.043
H  -0.326  -0.011  -1.668
H  -0.716  0.611  1.266
H  -1.316  1.860  0.156
H  -2.002  -1.212  -1.556
H  -1.274  -1.781  -0.085
H  -4.007  -2.328  -1.249
H  -3.895  -2.333  0.520
H  -1.799  -3.773  -1.050
H  -3.385  -4.498  -0.939
H  -2.964  -3.860  1.716
H  -2.664  -5.418  0.963
H  -0.371  -3.520  0.715
H  -0.423  -5.244  0.951
H  -0.471  -3.123  2.950
H  -1.416  -4.456  3.195
H  -4.265  2.101  1.778
H  -2.538  2.268  1.604
C  4.492  2.369  -2.355
Cl  4.577  2.348  -4.120
Cl  2.945  2.998  -1.763
H  4.611  1.354  -1.989
H  5.285  3.003  -1.977
C  -4.194  2.860  -3.847
Cl  -4.534  3.255  -5.543
Cl  -2.534  2.298  -3.620
H  -4.342  3.749  -3.247
H  -4.873  2.075  -3.535
C  3.326  -4.869  1.212
Cl  3.363  -4.773  -0.562
Cl  1.756  -4.384  1.877
H  3.519  -5.894  1.504
H  4.104  -4.220  1.598
C  -5.925  6.301  -4.192
Cl  -5.495  7.907  -4.790
Cl  -5.529  6.108  -2.476
H  -6.992  6.161  -4.314
H  -5.374  5.560  -4.762
C  0.843  3.415  1.790
Cl  0.569  3.792  0.079
Cl  2.438  2.720  2.070
H  0.758  4.333  2.360
H  0.093  2.702  2.113
C  4.687  5.649  4.084
Cl  3.131  6.409  3.715
Cl  4.516  3.926  4.422
H  5.340  5.770  3.228
H  5.108  6.134  4.957
C  8.261  -4.277  0.664
Cl  9.758  -3.433  1.068
Cl  7.044  -4.114  1.940
H  7.856  -3.852  -0.247
H  8.480  -5.330  0.532
C  6.734  1.367  -7.510
Cl  5.457  2.569  -7.290
Cl  6.461  -0.084  -6.540
H  6.761  1.083  -8.555
H  7.676  1.810  -7.211
C  -8.295  -1.389  4.487
Cl  -9.034  -1.669  6.066
Cl  -6.998  -2.542  4.144
H  -9.056  -1.493  3.723
H  -7.877  -0.388  4.472

2S+1 = 1
LUMO = 0.17 eV
HOMO = -9.424 eV
molecular weight = 1273.73 g/mol

[3]
Density functional theory data (wB97M-V/def2-TZVPD) for a molecular structure, C24H43Cl2N4O4PrSi at a distorted geometry.

Atoms and positions in Å:
C  -0.241  2.283  -2.653
C  0.774  2.954  -1.757
H  -1.008  2.995  -2.987
H  -0.769  1.409  -2.198
H  0.307  1.897  -3.529
C  0.840  4.231  -1.377
C  0.048  5.333  -1.974
H  1.566  4.505  -0.595
H  -0.711  4.965  -2.671
H  0.744  5.987  -2.505
H  -0.426  5.917  -1.181
Pr  0.305  -0.661  0.204
Cl  -1.935  -1.048  -1.473
C  3.156  -0.245  1.673
O  1.933  -0.223  1.999
N  4.108  -0.189  2.583
C  3.742  -0.148  3.996
C  5.494  0.001  2.200
H  3.469  -0.352  0.617
H  2.679  -0.386  4.112
H  3.943  0.855  4.397
H  4.348  -0.878  4.542
H  5.530  -0.032  1.098
H  6.106  -0.804  2.634
H  5.838  0.986  2.555
H  0.169  -5.795  2.597
H  0.011  -6.674  0.112
C  -0.570  -5.040  2.311
C  -0.726  -5.875  -0.057
N  -0.453  -4.804  0.877
H  -0.370  -4.127  2.876
C  -0.405  -3.545  0.427
O  -0.525  -2.570  1.222
H  -0.617  -5.431  -1.059
H  -0.132  -3.411  -0.641
H  -1.575  -5.416  2.555
H  -1.758  -6.243  0.094
H  -1.931  2.623  -0.202
H  -0.631  4.183  1.349
C  -2.330  2.089  0.673
C  -1.147  3.669  2.180
N  -1.454  2.289  1.830
H  -2.439  1.025  0.433
C  -0.844  1.277  2.453
O  -0.995  0.072  2.100
H  -0.500  3.648  3.066
H  -0.065  1.573  3.182
H  -3.317  2.512  0.900
H  -2.085  4.195  2.409
O  0.654  1.616  0.063
C  1.549  1.945  -0.913
C  2.747  2.800  1.140
C  2.820  2.447  -0.215
H  1.802  2.678  1.688
C  3.878  3.324  1.761
H  1.844  1.115  -1.621
C  4.021  2.483  -0.938
H  3.807  3.651  2.802
C  5.061  3.440  1.022
C  5.146  3.016  -0.313
H  3.974  2.129  -1.979
H  5.944  3.864  1.491
H  6.061  3.094  -0.901
Si  -5.667  -2.606  -3.507
Cl  -5.930  -0.795  -4.508
C  -6.356  -2.368  -1.782
C  -3.840  -2.952  -3.509
C  -6.629  -3.905  -4.464
H  -5.818  -1.564  -1.265
H  -6.236  -3.295  -1.209
H  -7.424  -2.114  -1.818
H  -7.697  -3.659  -4.505
H  -6.519  -4.882  -3.975
H  -6.256  -3.991  -5.493
H  -3.289  -2.158  -2.983
H  -3.456  -3.031  -4.533
H  -3.641  -3.895  -2.985
N  2.430  -3.402  2.346
C  1.867  -2.563  1.707

2S+1 = 3
LUMO (alpha / beta) = -0.06 / -0.03 eV
HOMO (alpha / beta) = -8.253 / -8.265 eV
molecular weight = 691.53 g/mol
⟨S²⟩ = 2.0033